This record from the Open Molecules 2025 dataset describes a 2-piece molecular cluster, C5H11N3PS overall at a distorted geometry. The level of theory is ωB97M-V with the def2-TZVPD basis set.

Each line ends with the Mulliken charge.
Element x y z (Å)
C 4.075 0.907 0.338  -0.293
C 2.659 1.207 0.002  -0.545
C -4.249 0.880 -0.135  -0.314
C -4.848 -0.316 0.465  -0.325
C 2.867 -1.282 -0.098  0.136
N 3.124 -0.103 0.355  -0.021
N 1.663 -1.745 -0.410  -0.114
N -3.492 -0.337 0.009  0.070
P -2.053 -1.024 0.222  0.057
S -0.753 0.242 -0.484  -0.426
H 4.756 1.006 -0.520  0.319
H 4.277 1.143 1.395  0.261
H 2.144 1.667 0.828  0.249
H 2.431 1.520 -0.973  0.334
H -4.391 1.061 -1.251  0.211
H -4.053 1.831 0.355  0.257
H -4.934 -0.192 1.460  0.313
H -5.454 -0.840 -0.179  0.260
H 3.806 -2.015 0.000  0.303
H 1.553 -2.564 -0.942  0.244
H 0.873 -1.048 -0.437  0.023

Values from the calculation:
* gap between HOMO and LUMO: 8.85 eV
* relative energy (zero: lowest compared OMol25 entry of this formula, charge and spin): 0.0 kJ/mol
* LUMO level: -3.4 eV
* HOMO: -12.284 eV
* total charge: +1
* multiplicity: 1

---

This record from the Open Molecules 2025 dataset describes a 2-piece molecular cluster, C5H11N4 overall at a distorted geometry. The level of theory is ωB97M-V with the def2-TZVPD basis set.

Each line ends with the Mulliken charge.
Element x y z (Å)
C -3.048 -0.357 -0.188  -0.431
C -2.159 0.671 -0.375  -0.131
C -1.317 -1.066 0.754  -0.022
C 0.285 2.454 0.150  -1.167
C 0.387 0.944 0.224  0.600
N -2.568 -1.380 0.542  -0.537
N -1.025 0.189 0.271  0.132
N 1.518 0.360 0.200  -0.614
N 2.323 -2.240 -0.450  -0.528
H -3.895 -0.368 -0.759  0.433
H -2.260 1.480 -1.149  0.236
H -0.639 -1.676 1.457  0.291
H 1.282 2.915 0.306  0.334
H -0.293 2.846 -0.714  0.290
H -0.311 2.937 0.962  0.351
H 2.278 1.068 0.322  0.162
H 2.057 -1.180 -0.092  0.428
H 3.336 -2.393 -0.190  0.408
H 1.848 -2.998 0.149  0.401
H 2.202 -2.206 -1.422  0.360

Values from the calculation:
* gap between HOMO and LUMO: 8.54 eV
* relative energy (zero: lowest compared OMol25 entry of this formula, charge and spin): 188.8 kJ/mol
* LUMO level: -3.6 eV
* HOMO: -12.140 eV
* total charge: +1
* multiplicity: 1

---

This record from the Open Molecules 2025 dataset describes C5H11N4O as an isolated structure at a distorted geometry. The level of theory is ωB97M-V with the def2-TZVPD basis set.

Each line ends with the Mulliken charge.
Element x y z (Å)
C 3.749 0.574 -0.930  -0.015
C 2.028 1.014 -2.341  0.344
C 3.030 -0.425 -0.140  -0.749
C 1.474 -0.295 -0.266  0.613
C -2.797 -0.183 -0.401  -0.750
N 3.251 1.304 -1.843  -0.446
N 1.134 0.316 -1.414  -0.106
N 0.609 -0.476 0.670  -0.501
N -1.853 0.288 0.645  -0.531
O 1.712 1.086 -3.492  -0.447
H 4.781 0.740 -0.774  0.463
H 3.185 -1.315 -0.628  0.371
H 3.412 -0.348 0.824  0.482
H -3.738 0.356 -0.262  0.327
H -2.248 0.082 -1.301  0.262
H -2.922 -1.238 -0.285  0.325
H 0.169 0.555 -1.558  0.156
H -0.659 -0.197 0.660  0.355
H 0.915 -0.836 1.531  0.171
H -2.323 0.262 1.518  0.304
H -1.594 1.320 0.381  0.373

Values from the calculation:
* gap between HOMO and LUMO: 10.48 eV
* relative energy (zero: lowest compared OMol25 entry of this formula, charge and spin): 174.0 kJ/mol
* LUMO level: -3.6 eV
* HOMO: -14.106 eV
* total charge: +1
* multiplicity: 1

---

This record from the Open Molecules 2025 dataset describes a 2-piece molecular cluster, C5H11N6 overall at a distorted geometry. The level of theory is ωB97M-V with the def2-TZVPD basis set.

Each line ends with the Mulliken charge.
Element x y z (Å)
C 2.239 -1.896 -1.643  -0.501
C 1.431 -2.663 -0.877  -0.245
C 0.934 -0.529 -0.389  -0.463
C 0.320 0.695 0.172  0.159
C -0.671 0.498 1.347  0.476
N 1.979 -0.564 -1.295  -0.067
N 0.564 -1.806 -0.237  -0.023
N 0.669 1.977 0.255  0.048
N -1.306 1.849 1.432  -0.420
N -1.679 -0.460 1.216  -0.672
N -0.215 2.729 1.149  -0.393
H 2.923 -2.388 -2.302  0.396
H 1.227 -3.689 -0.658  0.455
H -1.077 0.094 -1.351  0.043
H 0.069 0.385 2.100  0.389
H -0.269 -1.970 0.314  0.225
H 1.639 2.212 0.057  0.255
H -1.971 2.085 0.688  0.299
H -1.788 -0.772 0.212  0.247
H -2.587 -0.120 1.458  0.314
H 2.553 0.213 -1.465  0.203
H -0.426 3.687 0.885  0.275

Values from the calculation:
* gap between HOMO and LUMO (alpha / beta): 6.86 / 7.75 eV
* relative energy (zero: lowest compared OMol25 entry of this formula, charge and spin): 664.1 kJ/mol
* LUMO level (alpha / beta): -4.3 / -4.4 eV
* HOMO (alpha / beta): -11.164 / -12.191 eV
* total charge: +1
* multiplicity: 1

---

This record from the Open Molecules 2025 dataset describes a 2-piece molecular cluster, C5H11NO overall at a distorted geometry. The level of theory is ωB97M-V with the def2-TZVPD basis set.

Each line ends with the Mulliken charge.
Element x y z (Å)
N -1.545 0.098 -1.420  -1.341
C -0.164 -0.157 -1.245  0.627
C 0.533 -1.297 -1.448  -1.699
C 1.437 1.983 1.494  -1.113
C 0.918 0.862 0.660  -0.303
C 0.520 1.120 -0.537  -0.804
H -2.120 0.507 -0.706  0.688
H -2.046 -0.742 -1.778  0.514
H 0.204 -2.211 -1.931  0.575
H 1.553 -1.376 -1.351  0.419
H 1.800 2.743 0.772  0.261
H 2.239 1.873 2.132  0.433
H 0.604 2.371 2.121  0.232
H 1.105 -0.064 1.126  0.441
H 0.656 1.965 -1.151  0.476
H -0.720 -2.403 1.067  0.367
H -2.149 -2.145 1.488  0.634
O -1.222 -2.034 1.827  -1.406

Values from the calculation:
* gap between HOMO and LUMO (alpha / beta): 2.69 / 8.33 eV
* relative energy (zero: lowest compared OMol25 entry of this formula, charge and spin): 238.2 kJ/mol
* LUMO level (alpha / beta): 3.7 / 3.6 eV
* HOMO (alpha / beta): 1.057 / -4.688 eV
* <S²>: 0.75
* total charge: -1
* multiplicity: 2

---

This record from the Open Molecules 2025 dataset describes a 2-piece molecular cluster, C5H11NO overall at a distorted geometry. The level of theory is ωB97M-V with the def2-TZVPD basis set.

Each line ends with the Mulliken charge.
Element x y z (Å)
C -2.159 -0.905 1.862  -1.355
N 0.410 -0.416 0.028  -0.404
C -0.882 0.031 -0.295  0.062
C -1.923 0.117 0.588  -0.344
C -0.357 0.432 -2.668  -0.820
C -1.273 0.236 -1.719  -0.524
H -1.375 -0.651 2.442  0.320
H -3.151 -0.698 2.190  0.370
H -2.072 -1.899 1.719  0.351
H 1.058 -0.761 -0.783  0.249
H 0.501 -1.163 0.775  0.214
H -2.800 0.806 0.682  0.310
H 0.492 -0.293 -2.766  -0.001
H -0.614 0.783 -3.608  0.337
H -2.156 0.798 -1.671  0.252
H 4.863 0.738 0.991  0.326
H 6.126 1.253 1.251  0.298
O 5.313 1.591 0.983  -0.642

Values from the calculation:
* gap between HOMO and LUMO (alpha / beta): 2.71 / 4.97 eV
* relative energy (zero: lowest compared OMol25 entry of this formula, charge and spin): 350.3 kJ/mol
* LUMO level (alpha / beta): 3.0 / 3.0 eV
* HOMO (alpha / beta): 0.297 / -2.011 eV
* <S²>: 0.77
* total charge: -1
* multiplicity: 2

---

This record from the Open Molecules 2025 dataset describes the molecule C5H11NO at a distorted geometry. The level of theory is ωB97M-V with the def2-TZVPD basis set.

Each line ends with the Mulliken charge.
Element x y z (Å)
C -1.123 -0.963 -1.736  -0.576
N -0.775 0.349 -0.994  0.663
O -1.239 1.442 -1.338  -0.610
C 0.101 0.193 0.184  0.966
C 0.350 1.565 0.803  -1.558
C -0.603 -0.708 1.206  -1.421
C 1.434 -0.422 -0.258  -1.483
H -1.729 -0.827 -2.603  0.325
H -0.624 -1.855 -1.444  0.218
H 0.893 1.446 1.737  0.411
H 0.931 2.196 0.134  0.392
H -0.593 2.068 1.006  0.405
H -0.859 -1.671 0.773  0.360
H -1.522 -0.236 1.553  0.377
H 0.050 -0.871 2.065  0.385
H 1.853 0.140 -1.094  0.380
H 2.141 -0.388 0.570  0.402
H 1.315 -1.459 -0.565  0.366

Values from the calculation:
* gap between HOMO and LUMO (alpha / beta): 8.65 / 9.22 eV
* relative energy (zero: lowest compared OMol25 entry of this formula, charge and spin): 381.0 kJ/mol
* LUMO level (alpha / beta): 0.5 / 0.8 eV
* HOMO (alpha / beta): -8.195 / -8.379 eV
* SMILES string: C=[N+]([O-])C(C)(C)C
* total charge: 0
* multiplicity: 1

---

This record from the Open Molecules 2025 dataset describes a 2-piece molecular cluster, C5H11NO overall at a distorted geometry. The level of theory is ωB97M-V with the def2-TZVPD basis set.

Each line ends with the Mulliken charge.
Element x y z (Å)
C -1.454 0.643 1.817  -0.623
C -1.168 1.626 0.881  -0.447
C -0.538 1.358 -0.421  0.582
C -0.267 2.442 -1.297  -0.744
N 0.302 0.130 -0.660  -0.171
C 0.811 -0.493 -1.789  -1.005
H -0.972 -0.312 1.762  0.258
H -2.050 0.805 2.796  0.227
H -1.838 2.439 0.769  0.288
H 0.709 2.600 -1.922  0.216
H -0.939 3.324 -1.324  0.250
H 0.756 -0.177 0.202  0.207
H 0.049 -0.404 -2.564  0.382
H 0.689 -1.632 -1.599  0.271
H 1.843 -0.508 -2.133  0.301
O 1.118 -3.571 1.893  -0.635
H 1.739 -3.988 2.476  0.312
H 1.212 -4.283 1.113  0.330

Values from the calculation:
* gap between HOMO and LUMO: 8.33 eV
* relative energy (zero: lowest compared OMol25 entry of this formula, charge and spin): 434.4 kJ/mol
* LUMO level: 0.6 eV
* HOMO: -7.689 eV
* SMILES string: C=CC(=C)NC.O
* total charge: 0
* multiplicity: 1

---

This record from the Open Molecules 2025 dataset describes the molecule C5H11NO. The level of theory is ωB97M-V with the def2-TZVPD basis set.

Each line ends with the Mulliken charge.
Element x y z (Å)
C -0.960 -1.043 -1.118  -1.275
C -0.664 0.227 -0.319  0.382
C -1.473 0.288 0.974  -1.507
N 0.787 0.323 -0.082  0.175
C 1.381 0.084 1.216  -0.895
C 1.568 0.638 -1.147  0.083
O 1.156 0.946 -2.250  -0.574
H -0.790 -1.939 -0.508  0.289
H -1.996 -1.055 -1.470  0.350
H -0.309 -1.084 -1.993  0.383
H -0.923 1.090 -0.942  0.285
H -1.246 1.182 1.564  0.373
H -2.539 0.313 0.725  0.409
H -1.303 -0.593 1.603  0.348
H 1.195 0.915 1.907  0.280
H 1.004 -0.838 1.668  0.291
H 2.463 -0.019 1.095  0.330
H 2.649 0.566 -0.923  0.275

Values from the calculation:
* gap between HOMO and LUMO: 10.13 eV
* relative energy (zero: lowest compared OMol25 entry of this formula, charge and spin): 49.2 kJ/mol
* LUMO level: 0.9 eV
* HOMO: -9.254 eV
* SMILES string: CC(C)N(C)C=O
* total charge: 0
* multiplicity: 1

---

This record from the Open Molecules 2025 dataset describes the molecule C5H11NO at a distorted geometry. The level of theory is ωB97M-V with the def2-TZVPD basis set.

Each line ends with the Mulliken charge.
Element x y z (Å)
C 1.652 2.026 -0.784  -0.800
C 1.500 0.985 0.024  -0.251
C 0.927 -0.333 -0.458  -0.845
C -0.573 -0.474 -0.129  0.269
N -1.158 -1.760 -0.554  -0.673
C -0.882 -0.202 1.328  -0.503
O -2.279 -0.196 1.595  -0.532
H 2.165 2.895 -0.394  0.278
H 1.103 2.180 -1.702  0.274
H 1.937 0.995 1.014  0.375
H 1.055 -0.344 -1.537  0.351
H 1.422 -1.170 0.030  0.408
H -1.086 0.291 -0.719  0.287
H -1.639 -1.627 -1.435  0.248
H -0.441 -2.450 -0.750  0.260
H -0.547 0.816 1.541  0.300
H -0.424 -0.920 2.009  0.251
H -2.733 -0.713 0.920  0.303

Values from the calculation:
* gap between HOMO and LUMO: 10.41 eV
* relative energy (zero: lowest compared OMol25 entry of this formula, charge and spin): 175.0 kJ/mol
* LUMO level: 0.9 eV
* HOMO: -9.466 eV
* SMILES string: C=CC[C@@H](N)CO
* total charge: 0
* multiplicity: 1

---

This record from the Open Molecules 2025 dataset describes C5H11NO as an isolated structure at a distorted geometry. The level of theory is ωB97M-V with the def2-TZVPD basis set.

Each line ends with the Mulliken charge.
Element x y z (Å)
C -1.718 1.817 -1.726  -0.739
N -0.277 0.645 -1.385  -0.544
C -0.275 0.327 -0.014  0.577
O -1.044 0.735 0.841  -0.604
C 0.795 -0.739 0.298  0.674
C 1.712 -0.198 1.397  -1.418
C 0.088 -2.031 0.716  -1.406
H -2.048 1.469 -2.699  0.256
H -1.520 2.916 -1.760  0.325
H -2.340 1.581 -0.878  0.314
H -0.311 1.650 -1.676  0.262
H 1.391 -0.937 -0.601  0.197
H 1.120 0.054 2.281  0.300
H 2.233 0.708 1.066  0.358
H 2.469 -0.939 1.674  0.395
H 0.815 -2.805 0.984  0.387
H -0.555 -1.834 1.579  0.304
H -0.535 -2.418 -0.097  0.361

Values from the calculation:
* gap between HOMO and LUMO: 10.39 eV
* relative energy (zero: lowest compared OMol25 entry of this formula, charge and spin): 329.4 kJ/mol
* LUMO level: 0.8 eV
* HOMO: -9.633 eV
* total charge: 0
* multiplicity: 1

---

This record from the Open Molecules 2025 dataset describes a 2-piece molecular cluster, C5H11NO overall. The level of theory is ωB97M-V with the def2-TZVPD basis set.

Each line ends with the Mulliken charge.
Element x y z (Å)
C 1.699 0.789 1.468  -1.236
C 1.132 0.346 0.142  0.196
N 0.128 0.822 -0.468  -0.319
C -0.633 1.911 0.106  -0.955
H 0.903 0.921 2.205  0.309
H 2.395 0.060 1.887  0.334
H 2.253 1.735 1.403  0.326
H 1.629 -0.479 -0.374  0.446
H -1.418 1.507 0.760  0.300
H -0.019 2.611 0.684  0.310
H -1.137 2.460 -0.697  0.295
C -1.174 -2.039 -0.436  -0.799
C -0.745 -1.500 -1.786  0.197
O 0.283 -1.831 -2.326  -0.499
H -1.924 -2.830 -0.513  0.347
H -0.294 -2.413 0.082  0.255
H -1.616 -1.242 0.157  0.193
H -1.463 -0.828 -2.295  0.299

Values from the calculation:
* gap between HOMO and LUMO: 10.35 eV
* relative energy (zero: lowest compared OMol25 entry of this formula, charge and spin): 182.7 kJ/mol
* LUMO level: 0.9 eV
* HOMO: -9.464 eV
* SMILES string: C/C=N\C.CC=O
* total charge: 0
* multiplicity: 1